No. 1
# C40H36BF6N9O7STl

A structure of composition C40H36BF6N9O7STl (ωB97M-V with the def2-TZVPD basis set, OMol25).

```
101
Properties=species:S:1:pos:R:3
Tl -0.83081 0.83175 -1.15738
C -4.13463 2.03007 -2.93248
C -4.31530 1.59542 -1.51450
C -5.45806 1.71122 -0.70606
C -5.11302 1.13769 0.50011
C -5.93606 0.98811 1.73700
N -3.84148 0.69886 0.39719
N -3.35169 0.98623 -0.83808
B -2.97830 0.04365 1.49308
N -2.25707 -1.22021 0.95520
N -1.66492 -1.26985 -0.27047
C -1.13892 -2.48880 -0.40714
C -0.46767 -2.95709 -1.65828
C -1.38049 -3.23175 0.75098
C -2.08135 -2.38841 1.59226
C -2.57164 -2.65328 2.97623
N -1.92602 1.03530 2.02738
N -1.01418 1.56343 1.17860
C -0.16155 2.27537 1.90159
C 1.02732 2.94860 1.30489
C -0.54765 2.24019 3.24683
C -1.67140 1.43682 3.28635
C -2.51959 1.07614 4.46227
H -4.72662 1.40340 -3.60382
H -4.45980 3.06336 -3.05706
H -3.09018 1.97393 -3.23008
H -6.40306 2.15963 -0.96530
H -6.91846 1.42737 1.56948
H -6.06728 -0.05992 2.00854
H -5.47481 1.49136 2.58780
H -3.69780 -0.28374 2.39213
H -0.04611 -2.13735 -2.23223
H 0.34147 -3.64518 -1.41328
H -1.17885 -3.49320 -2.29202
H -1.08002 -4.24711 0.95143
H -3.63367 -2.43252 3.08068
H -2.40679 -3.70117 3.22283
H -2.03141 -2.04502 3.70469
H 0.74629 3.88217 0.81501
H 1.75826 3.16424 2.08462
H 1.50037 2.31195 0.55748
H -0.06103 2.72052 4.07998
H -3.40026 1.71908 4.52770
H -2.86802 0.04640 4.41584
H -1.94209 1.20507 5.37717
C 6.58331 -1.87224 0.37951
C 5.74853 -2.55382 1.45926
C 6.40613 -2.37373 2.81884
C 5.55188 -2.96316 3.92625
C 4.19590 -2.31768 3.91113
C 3.46545 -2.13949 5.06578
C 2.20270 -1.56312 5.00660
F 1.52271 -1.40054 6.16630
C 1.64084 -1.17212 3.82632
C 2.36813 -1.34392 2.64504
C 1.70864 -0.96279 1.36716
O 0.57137 -0.51513 1.38617
C 2.49788 -1.21497 0.18368
C 3.74498 -1.73136 0.32429
N 4.36724 -2.02268 1.49295
C 3.65306 -1.88985 2.68457
C 2.04698 -0.99841 -1.24909
O 2.68528 -1.57237 -2.12598
O 1.05291 -0.22734 -1.47607
H 7.63692 -2.09304 0.55402
H 6.44543 -0.79071 0.42103
H 6.33901 -2.20932 -0.62538
H 5.68993 -3.62708 1.24159
H 6.56149 -1.30499 2.99775
H 7.38745 -2.84892 2.78582
H 6.02086 -2.82895 4.90185
H 5.44848 -4.04191 3.76631
H 3.86502 -2.45302 6.02238
H 0.65484 -0.72846 3.76723
H 4.29556 -1.92527 -0.58397
O -1.03755 -0.89421 -7.17333
C -2.00642 -1.51134 -6.53551
O -2.76922 -2.28695 -7.07273
C -2.13495 -1.21408 -5.08372
C -3.07057 -1.79752 -4.25456
N -2.88219 -1.28063 -3.02943
N -1.88052 -0.40155 -3.01602
C -1.41341 -0.33809 -4.24514
C -0.31467 0.65850 -4.50994
O 0.17671 0.66133 -5.65985
O -0.05564 1.40619 -3.54838
H -0.51877 -0.25837 -6.55507
H -3.83424 -2.52335 -4.47524
H -3.35064 -1.47664 -2.15782
F 2.91647 5.87046 -4.82553
C 1.99635 5.28122 -4.05229
C 2.34654 4.23463 -3.22060
F 3.61545 3.81397 -3.18944
C 1.39364 3.64116 -2.41609
F 1.80546 2.65970 -1.61302
C 0.06365 4.04767 -2.41044
S -1.19156 3.34991 -1.40226
C -0.25053 5.10621 -3.25612
F -1.51021 5.56468 -3.32047
C 0.68779 5.72151 -4.06363
F 0.33447 6.73928 -4.86187
```

Properties
HOMO-LUMO gap, eV: 7.50
Charge: -1
HOMO energy, eV: -5.551

***

No. 2
# C5H14NS

A cluster of 2 separate species, C5H14NS in total (ωB97M-V with the def2-TZVPD basis set, OMol25).

```
21
Properties=species:S:1:pos:R:3
C 0.81856 -2.16932 2.31363
C 1.15686 -1.13669 1.24706
C 0.41814 0.17160 1.51828
S 0.86924 1.50031 0.38402
H 1.42944 -3.05991 2.19697
H -0.23902 -2.41916 2.31873
H 1.10081 -1.79532 3.30088
H 2.23275 -0.96027 1.18293
H 0.87307 -1.50043 0.25294
H 0.66030 0.55982 2.52391
H -0.67067 0.07931 1.48762
H -0.26531 2.22162 0.54248
C -2.53890 0.26357 -1.90892
C -0.11398 0.18307 -2.21356
N -1.19134 -0.37399 -1.84860
H -2.81541 0.50896 -0.88233
H -3.25459 -0.50199 -2.20409
H -2.46182 1.10812 -2.58361
H -0.14157 1.12262 -2.75957
H 0.87470 -0.24073 -2.06586
H -1.18578 -1.27225 -1.36543
```

Properties
HOMO-LUMO gap (spin up / spin down), eV: 10.59 / 6.66
Charge: +2
Multiplicity: 2
HOMO energy (spin up / spin down), eV: -19.480 / -19.479

***

No. 3
# C5H8Cl3NO2S

A structure of composition C5H8Cl3NO2S (ωB97M-V with the def2-TZVPD basis set, OMol25).

```
20
Properties=species:S:1:pos:R:3
C -1.85968 0.11907 -0.42871
C -2.91484 0.14086 0.51772
C 0.01435 1.23481 -1.79783
C 1.88803 -1.65387 1.61157
C -0.89422 1.13292 -0.58385
N 0.69452 0.39932 0.69659
O 2.62830 -0.46388 -0.57595
O 0.47968 -1.70107 -0.66738
S 1.47708 -0.95326 0.04917
Cl -3.97907 -1.04539 0.78255
Cl -1.19933 2.59872 0.17920
Cl 1.65606 1.63845 1.05297
H -1.66883 -0.87472 -0.87409
H -3.10762 0.99454 1.07426
H -0.49221 1.66891 -2.72219
H 0.94111 1.80819 -1.75484
H 0.39089 0.30802 -2.12743
H 2.87885 -1.23263 1.92476
H 1.06833 -1.35045 2.31743
H 1.99859 -2.76856 1.32606
```

Properties
HOMO-LUMO gap (spin up / spin down), eV: 7.30 / 7.30
HOMO energy (spin up / spin down), eV: -8.482 / -8.479

***

No. 4
# C3H3N3O

The molecule C3H3N3O (ωB97M-V with the def2-TZVPD basis set, OMol25).

```
10
Properties=species:S:1:pos:R:3
O 2.30751 -1.12166 -0.11106
C 1.20018 -0.66327 0.06670
N 1.02333 0.70778 0.31952
N -0.09921 1.40002 0.12467
C -1.15148 0.68789 -0.13423
C -1.08496 -0.75659 -0.11749
N 0.01658 -1.41657 0.03814
H 1.86712 1.26779 0.39683
H -2.06685 1.22691 -0.36605
H -2.01224 -1.33230 -0.21704
```

Properties
HOMO-LUMO gap, eV: 9.45
Structure (SMILES): O=c1nccn[nH]1
HOMO energy, eV: -9.941

***

- Number 4 is which compound?
  C3H3N3O